--- P ---
The following is a quantum chemistry calculation of C5H5FO2 in the gas phase, from OMol25.

Computed properties:
Total charge: 0
SMILES: Oc1cc(CF)co1
Gap between HOMO and LUMO, eV: 8.9
2S+1: 1
Lowest unoccupied orbital energy, eV: 0.63

CARTESIAN COORDINATES (ANGSTROEM)
C  -0.25871  1.28868  0.56601
C  0.66524  0.41412  0.23151
C  -0.12066  -0.65153  -0.34009
C  0.47901  -1.96923  -0.83286
C  -1.41237  -0.31963  -0.28767
H  -0.69781  3.10836  1.18389
H  1.76552  0.43774  0.22027
H  0.17642  -2.74894  -0.17172
H  0.16503  -2.14274  -1.90776
H  -2.40652  -0.70786  -0.58681
O  0.02346  2.38930  1.23367
O  -1.54098  0.97238  0.22291
F  1.89138  -1.93494  -0.71244

---

--- Q ---
The following is a quantum chemistry calculation of C5H5FO2 in the gas phase, from OMol25.

Computed properties:
Total charge: 0
SMILES: C=C(C=O)C(=O)CF
Gap between HOMO and LUMO, eV: 8.8
2S+1: 1
Lowest unoccupied orbital energy, eV: -1.35

CARTESIAN COORDINATES (ANGSTROEM)
C  -1.25693  0.67001  1.22638
C  -0.98518  0.25906  -0.19923
C  0.26601  -0.35894  -0.61722
C  0.96823  -0.10810  -1.81121
C  1.07557  -1.07222  0.42525
H  -1.92714  1.60194  1.38887
H  -1.83323  -0.17639  1.73861
H  1.88678  -0.78503  -1.66396
H  0.42644  0.64364  -2.61285
H  0.50276  -1.85055  1.24011
O  -1.67822  0.85032  -1.18081
O  2.50166  -0.79530  0.36739
F  0.05324  1.12157  1.69867

---

Stability ranking, top entry: P; the second entry is 4.275 eV less favorable.

---

--- P ---
The following is a quantum chemistry calculation of 2 unconnected molecules or ions with the total composition CH4N2O2, from OMol25.

Computed properties:
Total charge: 0
Gap between HOMO and LUMO (spin up / spin down), eV: 9.5 / 8.7
2S+1: 1
Lowest unoccupied orbital energy (spin up / spin down), eV: -0.28 / -0.96

CARTESIAN COORDINATES (ANGSTROEM)
C  -0.27596  0.25682  -1.27420
N  0.77806  -0.16648  1.79814
N  -0.78702  -0.08262  -0.04508
O  -0.04256  0.10386  2.54189
O  1.95731  -0.35074  1.85355
H  -0.00761  -0.50346  -2.14340
H  0.53274  1.00162  -1.01914
H  -1.21215  0.86025  -1.81731
H  -0.94280  -1.11924  0.10555

---

--- Q ---
The following is a quantum chemistry calculation of CH4N2O2 in the gas phase, from OMol25.

Computed properties:
Total charge: 0
SMILES: NONC=O
Gap between HOMO and LUMO, eV: 10.7
2S+1: 1
Lowest unoccupied orbital energy, eV: 0.44

CARTESIAN COORDINATES (ANGSTROEM)
C  1.33474  -0.10711  -0.32560
N  -1.39757  -1.07963  0.20549
N  0.20211  0.31913  -0.90410
O  1.74156  -1.23418  -0.19327
O  -0.97179  -0.55631  -1.05632
H  1.91849  0.83616  0.08154
H  -0.67180  -1.74483  0.49490
H  -1.41613  -0.29351  0.84186
H  0.07032  1.53244  -0.82356

---

--- R ---
The following is a quantum chemistry calculation of a molecular structure, CH4N2O2, from OMol25.

Computed properties:
Total charge: 0
Gap between HOMO and LUMO, eV: 8.5
2S+1: 1
Lowest unoccupied orbital energy, eV: 0.09

CARTESIAN COORDINATES (ANGSTROEM)
C  -0.16203  -0.03877  0.35214
H  0.10720  -0.34338  -2.72317
H  -0.49087  -1.59729  -0.73682
H  -0.99419  -0.24458  1.19767
H  0.26858  0.63002  2.37351
N  -0.25009  -0.65589  -0.83771
N  0.38220  1.01864  0.41767
O  0.84704  -0.35180  -1.63320
O  0.29215  1.58306  1.58991

---

--- S ---
The following is a quantum chemistry calculation of CH4N2O2 in the gas phase, from OMol25.

Computed properties:
Total charge: 0
SMILES: [H]/N=[N+](/[O-])OC
Gap between HOMO and LUMO, eV: 11.5
2S+1: 1
Lowest unoccupied orbital energy, eV: 0.85

CARTESIAN COORDINATES (ANGSTROEM)
C  -0.73454  0.28164  -0.14023
N  2.63935  -0.71876  -0.14127
N  1.81223  0.12676  0.02294
O  1.80938  1.27148  0.40021
O  0.43100  -0.50531  -0.16074
H  -0.66766  1.23482  -0.78572
H  -1.03491  0.40015  0.98985
H  -1.44799  -0.28861  -0.68881
H  2.49328  -1.73693  -0.22379

---

Stability ranking, top entry: Q; the second entry is 0.760 eV less favorable.

---

--- P ---
The following is a quantum chemistry calculation of C6H9N in the gas phase, from OMol25.

Computed properties:
Total charge: 0
SMILES: CC#CC[C@H]1CN1
Gap between HOMO and LUMO, eV: 10.4
2S+1: 1
Lowest unoccupied orbital energy, eV: 1.05

CARTESIAN COORDINATES (ANGSTROEM)
C  -2.05408  -0.84965  -2.47424
C  -1.03206  -0.19740  -1.65827
C  -0.18052  0.35911  -1.01314
C  0.80531  0.99301  -0.13308
C  0.53260  0.60232  1.30566
C  1.18948  -0.64216  1.85003
N  1.65045  0.68364  2.21739
H  -1.89602  -1.93253  -2.51279
H  -2.02303  -0.46166  -3.49714
H  -3.05522  -0.66596  -2.06999
H  0.78178  2.08196  -0.26057
H  1.81787  0.66506  -0.39191
H  -0.47106  0.89736  1.64858
H  1.91079  -1.24714  1.29341
H  0.59737  -1.23397  2.52979
H  1.42635  0.94801  3.16626

---

--- Q ---
The following is a quantum chemistry calculation of C6H9N in the gas phase, from OMol25.

Computed properties:
Total charge: 0
SMILES: CC#CCN1CC1
Gap between HOMO and LUMO, eV: 9.8
2S+1: 1
Lowest unoccupied orbital energy, eV: 0.97

CARTESIAN COORDINATES (ANGSTROEM)
C  -1.52747  0.72471  -2.66652
C  -1.05195  0.98256  -1.31978
C  -0.27694  0.97206  -0.39861
C  0.40996  1.02896  0.87099
N  0.31951  -0.18647  1.69309
C  1.46451  -1.06116  1.86468
C  0.26625  -1.52186  1.12265
H  -1.25322  1.56602  -3.30580
H  -2.60015  0.54440  -2.74284
H  -0.98721  -0.16411  -3.00457
H  1.44372  1.38410  0.81155
H  -0.15610  1.88143  1.27775
H  1.65214  -1.39179  2.88541
H  2.36707  -0.89396  1.27197
H  0.37612  -1.66628  0.04638
H  -0.44624  -2.19863  1.59366

---

Stability ranking, top entry: P; the second entry is 0.778 eV less favorable.

---

--- P ---
The following is a quantum chemistry calculation of a molecular structure, C6H9N, from OMol25.

Computed properties:
Total charge: 0
Gap between HOMO and LUMO, eV: 10.6
2S+1: 1
Lowest unoccupied orbital energy, eV: 1.11

CARTESIAN COORDINATES (ANGSTROEM)
C  -1.31622  -0.30285  -1.56410
C  -0.43418  -0.68825  -0.42447
C  -0.32203  -0.10980  0.95620
C  0.70210  -1.27088  1.07451
N  0.57029  -1.48996  -0.39396
C  1.38483  1.45671  0.00105
C  0.33845  1.24584  0.80015
H  -1.85960  -1.18322  -1.91477
H  -0.72743  0.09337  -2.39608
H  -2.03751  0.45893  -1.25443
H  -1.18148  -0.09417  1.63633
H  1.69459  -1.01079  1.45349
H  0.33083  -2.15826  1.59231
H  1.77486  0.68392  -0.66297
H  1.90221  2.40786  -0.00555
H  -0.09465  2.07726  1.35005

---

--- Q ---
The following is a quantum chemistry calculation of C6H9N in the gas phase, from OMol25.

Computed properties:
Total charge: 0
Gap between HOMO and LUMO (spin up / spin down), eV: 7.8 / 8.3
2S+1: 1
Lowest unoccupied orbital energy (spin up / spin down), eV: -0.86 / -0.10

CARTESIAN COORDINATES (ANGSTROEM)
C  -1.44998  -0.74001  -0.95043
C  -0.33602  -0.17535  -0.09617
C  -0.26433  -0.68488  1.27592
C  1.49181  0.84076  0.48356
C  1.05524  -0.06382  -0.67765
C  -0.31832  1.33372  0.37357
N  -0.95787  2.32863  0.41427
H  -1.48897  -0.25782  -1.93200
H  -2.42873  -0.63951  -0.47250
H  -1.22788  -1.80219  -1.10061
H  -0.55111  -1.72028  1.43319
H  -0.19345  -0.05601  2.14980
H  1.87617  1.83438  0.26570
H  2.12690  0.37012  1.23429
H  1.09482  0.45482  -1.63821
H  1.57172  -1.02255  -0.76272

---

Stability ranking, top entry: P; the second entry is 3.567 eV less favorable.

---

--- P ---
The following is a quantum chemistry calculation of C6H9N in the gas phase, from OMol25.

Computed properties:
Total charge: 0
SMILES: Cc1cc[nH]c1C
Gap between HOMO and LUMO, eV: 8.7
2S+1: 1
Lowest unoccupied orbital energy, eV: 0.94

CARTESIAN COORDINATES (ANGSTROEM)
C  -1.22963  1.55618  -0.07906
C  -0.14073  0.56377  -0.04392
C  0.05512  -0.79255  0.12032
C  -0.99432  -1.84851  0.33888
C  1.46941  -0.96546  0.10031
C  2.04742  0.27075  -0.14979
N  1.03275  1.22063  -0.24731
H  -2.19626  1.10361  -0.34953
H  -0.73513  2.43315  -0.77937
H  -1.34498  2.16484  0.81759
H  -0.65173  -2.84052  0.01808
H  -1.90863  -1.62375  -0.22457
H  -1.27118  -1.92700  1.39604
H  1.98348  -1.92421  0.21179
H  3.08127  0.48884  -0.35840
H  0.70754  2.21671  -0.60107

---

--- Q ---
The following is a quantum chemistry calculation of C6H9N in the gas phase, from OMol25.

Computed properties:
Total charge: 0
SMILES: Cc1c[nH]c(C)c1
Gap between HOMO and LUMO, eV: 8.7
2S+1: 1
Lowest unoccupied orbital energy, eV: 1.01

CARTESIAN COORDINATES (ANGSTROEM)
C  0.03575  0.00732  2.36091
C  -0.21648  -0.28554  0.93238
C  -0.70976  0.53096  -0.02204
C  -0.46989  -0.03368  -1.29650
C  0.22814  1.09658  -2.06071
C  -0.07685  -1.35163  -1.04596
N  0.11772  -1.46500  0.31202
H  1.07068  -0.21251  2.64374
H  -0.14532  1.07061  2.54963
H  -0.63170  -0.57518  2.99339
H  -1.08539  1.53180  0.10882
H  0.79653  0.70631  -2.89087
H  0.96766  1.59271  -1.38693
H  -0.45212  1.89896  -2.35437
H  0.07361  -2.25108  -1.64237
H  0.49742  -2.26064  0.79886

---

--- R ---
The following is a quantum chemistry calculation of a molecular structure, C6H9N, from OMol25.

Computed properties:
Total charge: 0
Gap between HOMO and LUMO, eV: 9.9
2S+1: 1
Lowest unoccupied orbital energy, eV: 1.19

CARTESIAN COORDINATES (ANGSTROEM)
C  -1.98139  0.29088  0.03036
N  -0.75983  -0.13385  -0.62547
C  0.13483  -1.14890  -0.07299
C  1.30421  -0.35971  -1.08328
C  0.39447  0.76349  -0.54254
C  0.89238  0.71102  0.90412
C  0.71434  -0.57570  1.21889
H  -1.83648  0.73336  1.02840
H  -2.42922  1.04431  -0.62743
H  -2.69658  -0.53566  0.11087
H  -0.32352  -2.14366  0.05144
H  1.46450  -0.28223  -2.16929
H  2.28885  -0.40890  -0.62525
H  0.24108  1.71916  -1.04091
H  1.52099  1.45810  1.36444
H  1.07135  -1.13169  2.07865

---

Stability ranking, top entry: P; the second entry is 0.072 eV less favorable.

---

--- P ---
The following is a quantum chemistry calculation of a molecular structure, C5H5Br2N, from OMol25.

Computed properties:
Total charge: 0
Gap between HOMO and LUMO, eV: 8.5
2S+1: 1
Lowest unoccupied orbital energy, eV: -0.18

CARTESIAN COORDINATES (ANGSTROEM)
C  1.07371  -0.74001  0.52369
C  1.10931  0.67703  0.66750
C  -0.26574  -1.06427  0.29281
C  -0.16479  1.18152  0.34948
C  -2.26986  -0.00108  -0.30208
N  -0.92491  0.05744  0.12401
Br  -3.45094  1.25638  0.34666
Br  -3.12942  -1.68521  -0.35765
H  1.87508  -1.43282  0.50048
H  1.95557  1.27953  1.09568
H  -0.67387  -2.00650  0.02727
H  -0.64856  2.12593  0.41486
H  -2.21424  0.31000  -1.98548

---

--- Q ---
The following is a quantum chemistry calculation of a molecular structure, C5H5Br2N, from OMol25.

Computed properties:
Total charge: 0
Gap between HOMO and LUMO, eV: 10.1
2S+1: 1
Lowest unoccupied orbital energy, eV: 0.00

CARTESIAN COORDINATES (ANGSTROEM)
C  0.84800  -0.39221  1.29204
C  0.94075  -0.56678  -0.97848
C  -0.12679  0.62109  0.85019
C  -0.09525  0.58493  -0.72510
C  -1.35396  0.18147  -0.00720
N  1.39517  -1.10559  0.39479
Br  -2.06472  -1.77402  -0.13315
Br  -2.92157  1.33105  -0.01491
H  1.24071  -0.36156  2.30343
H  0.52906  -1.44323  -1.55357
H  1.89536  -0.14730  -1.47155
H  -0.33565  1.56051  1.43842
H  0.04890  1.51165  -1.39490

---

Stability ranking, top entry: Q; the second entry is 1.437 eV less favorable.